A) This record from the Open Molecules 2025 dataset describes 2 unconnected molecules or ions with the total composition C3H12N2S. The level of theory is the ωB97M-V functional and the def2-TZVPD basis.

Properties
Kohn-Sham gap ... 9.4 eV
Structure (SMILES) ... CSC.NCN

Positions of all 18 atoms, in Å:
C1 -1.424 -0.836 -1.975
S1 -2.290 0.606 -1.289
C2 -1.224 1.915 -1.945
H1 -1.487 -0.858 -3.060
H2 -0.363 -0.818 -1.719
H3 -1.894 -1.665 -1.451
H4 -0.183 1.591 -1.969
H5 -1.336 2.819 -1.359
H6 -1.477 2.102 -2.992
N1 2.169 -0.591 1.135
C3 0.831 -0.238 1.623
N2 0.527 -0.651 2.987
H7 2.358 -1.518 0.794
H8 2.865 -0.466 1.853
H9 0.128 -0.604 0.882
H10 0.837 0.850 1.655
H11 1.064 -0.070 3.635
H12 0.899 -1.567 3.196


B) This record from the Open Molecules 2025 dataset describes 2 unconnected molecules or ions with the total composition C3H12N2S. The level of theory is the ωB97M-V functional and the def2-TZVPD basis.

Properties
Kohn-Sham gap ... 9.3 eV
Structure (SMILES) ... CSC.NCN

Positions of all 18 atoms, in Å:
C1 -0.357 2.152 0.496
S1 -1.076 1.113 -0.809
C2 -2.743 0.857 -0.093
H1 -1.050 2.843 0.975
H2 -0.041 1.411 1.261
H3 0.546 2.648 0.144
H4 -2.832 0.338 0.870
H5 -3.298 0.307 -0.851
H6 -3.257 1.801 0.158
N1 0.494 -2.044 0.083
C3 1.632 -1.775 -0.789
N2 2.572 -0.800 -0.213
H7 0.200 -1.077 0.207
H8 0.548 -2.556 0.945
H9 1.416 -1.537 -1.852
H10 2.147 -2.742 -0.870
H11 2.704 -1.109 0.736
H12 2.396 0.171 -0.398


It comes down to A), which is 0.441 eV more stable than the next structure.